(1)
16
Properties=species:S:1:pos:R:3:lowdin_charge:R:1 method="wB97M-V/def2-TZVPD" s_squared=2.006 lumo_energy_ev="0.528 / -1.988" spin_multiplicity=3 gap_ev="7.015 / 7.725" homo_energy_ev="-6.49 / -9.71"
C -0.883 1.303 -0.702 -0.51
C -0.776 0.850 0.822 -0.51
C -0.467 -0.638 0.758 -0.41
C 1.848 -0.354 -0.244 -0.33
N -1.111 0.126 -1.305 0.09
N -0.835 -1.025 -0.527 0.08
O -1.034 2.389 -1.212 0.08
O -0.472 -1.484 1.854 0.06
F 2.739 -0.649 0.671 0.15
F 1.928 -1.328 -1.226 0.06
F 2.278 0.815 -0.893 0.06
Cl 0.363 1.876 1.779 0.64
H -1.839 0.980 1.010 0.13
H -1.009 -0.015 -2.362 0.21
H -0.663 -1.829 -1.014 0.11
H -0.069 -1.016 2.590 0.10


(2)
96
Properties=species:S:1:pos:R:3:lowdin_charge:R:1 method="wB97M-V/def2-TZVPD" lumo_energy_ev=-3.610 charge=+1 gap_ev=6.407 relative_energy_kcal_mol=0.0 homo_energy_ev=-10.02
Ti -0.481 -1.141 -1.088 1.06
C -0.178 0.685 -5.004 -0.01
C -0.543 0.662 -3.666 -0.10
N -0.017 -0.411 -3.063 -0.04
N 0.687 -1.083 -4.006 0.04
C 0.599 -0.444 -5.179 -0.03
B 1.230 -2.462 -3.616 -0.64
N 2.042 -2.317 -2.286 0.04
C 3.281 -2.770 -2.073 -0.01
C 3.551 -2.715 -0.718 0.00
C 2.398 -2.200 -0.156 -0.11
N 1.486 -1.937 -1.103 -0.05
N 0.012 -3.357 -3.276 0.04
C -0.497 -4.438 -3.884 -0.04
C -1.586 -4.880 -3.159 -0.01
C -1.694 -3.979 -2.109 -0.10
N -0.732 -3.053 -2.186 -0.03
N 2.113 -3.089 -4.660 -0.02
C 2.533 -4.382 -4.745 -0.10
C 3.555 -4.436 -5.653 -0.05
C 3.717 -3.100 -6.071 -0.14
N 2.871 -2.295 -5.460 0.08
H -0.436 1.422 -5.743 0.11
H -1.148 1.350 -3.103 0.10
H 1.121 -0.823 -6.039 0.12
H 3.888 -3.109 -2.895 0.13
H 4.454 -3.007 -0.213 0.11
H 2.194 -1.997 0.876 0.07
H -0.063 -4.817 -4.792 0.13
H -2.214 -5.727 -3.368 0.11
H -2.416 -3.958 -1.310 0.11
H 2.099 -5.163 -4.143 0.12
H 4.099 -5.307 -5.973 0.10
H 4.416 -2.697 -6.786 0.11
Te -2.747 0.641 3.217 1.34
C -2.033 2.329 4.290 -0.56
C -2.825 3.465 4.375 -0.14
C -2.339 4.571 5.066 -0.14
N -1.146 4.611 5.646 0.07
C -0.396 3.513 5.567 -0.15
C -0.793 2.356 4.915 -0.14
C -1.320 0.547 1.717 -0.90
P -1.339 1.577 0.358 0.72
C -2.908 2.356 0.003 -0.29
C -3.751 1.867 -0.990 -0.06
C -4.973 2.482 -1.217 -0.06
C -5.351 3.578 -0.456 -0.06
C -4.505 4.073 0.528 -0.06
C -3.281 3.469 0.756 -0.09
C -0.134 2.910 0.404 -0.29
C 0.272 3.399 1.641 -0.07
C 1.180 4.445 1.708 -0.06
C 1.692 4.988 0.539 -0.06
C 1.294 4.496 -0.698 -0.06
C 0.374 3.463 -0.769 -0.06
P -0.043 -0.621 1.451 0.94
C 1.546 0.199 1.810 -0.36
C 1.943 0.420 3.128 -0.10
C 3.046 1.211 3.406 -0.06
C 3.760 1.798 2.369 -0.06
C 3.370 1.587 1.054 -0.06
C 2.269 0.792 0.776 -0.11
C -0.186 -2.059 2.534 -0.34
C -1.431 -2.667 2.710 -0.13
C -1.546 -3.814 3.478 -0.06
C -0.424 -4.372 4.074 -0.06
C 0.817 -3.779 3.900 -0.06
C 0.937 -2.629 3.135 -0.10
H -3.799 3.506 3.903 0.09
H -2.941 5.470 5.143 0.11
H 0.571 3.559 6.057 0.11
H -0.134 1.500 4.894 0.08
H -3.461 1.016 -1.590 0.08
H -5.627 2.104 -1.991 0.11
H -6.305 4.056 -0.637 0.11
H -4.798 4.934 1.114 0.11
H -2.617 3.865 1.515 0.10
H -0.108 2.949 2.548 0.08
H 1.491 4.827 2.672 0.11
H 2.405 5.801 0.589 0.11
H 1.696 4.923 -1.606 0.11
H 0.064 3.078 -1.734 0.10
H 1.390 -0.033 3.942 0.10
H 3.349 1.370 4.433 0.11
H 4.619 2.418 2.587 0.11
H 3.917 2.047 0.241 0.11
H 1.972 0.647 -0.257 0.10
H -2.312 -2.251 2.244 0.07
H -2.518 -4.269 3.611 0.11
H -0.518 -5.267 4.675 0.11
H 1.695 -4.204 4.366 0.11
H 1.914 -2.174 3.030 0.09
O -2.051 -1.876 -0.105 -0.22
N -2.606 -1.406 -1.188 -0.28
O -3.772 -1.517 -1.349 0.10
O -0.889 0.696 -0.883 -0.49


(3)
52
Properties=species:S:1:pos:R:3:lowdin_charge:R:1 method="wB97M-V/def2-TZVPD" lumo_energy_ev=3.509 charge=-2 gap_ev=7.140 homo_energy_ev=-3.63
Ga -0.217 -0.699 -0.212 0.46
O -2.440 -3.283 -6.321 -0.06
C -2.790 -3.566 -5.160 -0.70
O -3.746 -4.234 -4.731 -0.05
C -1.867 -2.978 -4.046 -0.08
C -1.178 -1.790 -4.277 0.01
C -0.473 -1.191 -3.253 -0.09
N -0.404 -1.741 -2.036 0.07
C -1.020 -2.907 -1.810 -0.15
C -1.759 -3.552 -2.785 0.07
C -0.950 -3.405 -0.377 -0.55
O -1.192 -4.575 -0.125 0.05
O -0.632 -2.496 0.482 -0.01
H -1.226 -1.348 -5.264 0.11
H 0.038 -0.245 -3.377 0.10
H -2.276 -4.469 -2.544 0.13
Br 5.003 -2.863 4.821 0.69
C 3.819 -1.440 4.369 -0.68
C 3.741 -0.352 5.222 -0.15
C 2.875 0.684 4.904 -0.08
C 2.095 0.615 3.760 -0.01
C 2.189 -0.485 2.918 -0.10
C 3.067 -1.522 3.213 -0.05
C 1.329 -0.574 1.689 -0.59
O 0.223 0.039 1.698 0.03
O 1.721 -1.237 0.710 0.04
H 4.345 -0.325 6.118 0.09
H 2.804 1.545 5.557 0.10
H 1.405 1.408 3.505 0.12
H 3.136 -2.366 2.542 0.12
C -2.134 0.094 -0.386 -0.11
C -2.234 1.454 0.155 -0.29
C -2.524 1.682 1.509 -0.04
C -2.616 2.957 2.021 -0.04
C -2.405 4.066 1.194 -0.26
C -2.085 3.857 -0.153 -0.04
C -2.007 2.577 -0.657 -0.03
C -2.499 5.392 1.698 -0.22
N -2.576 6.473 2.092 0.11
H -2.393 0.057 -1.444 0.07
H -2.767 -0.608 0.160 0.08
H -2.660 0.827 2.160 0.12
H -2.850 3.112 3.067 0.11
H -1.895 4.712 -0.788 0.11
H -1.758 2.422 -1.700 0.12
O 0.838 0.724 -1.207 -0.14
N 2.043 0.992 -0.852 0.03
C 2.818 1.412 -1.802 -0.31
C 4.180 1.721 -1.491 -0.20
N 5.291 1.971 -1.325 0.13
C 2.452 1.624 -3.173 -0.19
N 2.164 1.836 -4.266 0.15


(4)
20
Properties=species:S:1:pos:R:3:lowdin_charge:R:1 method="wB97M-V/def2-TZVPD" lumo_energy_ev=-0.153 gap_ev=6.770 relative_energy_kcal_mol=53.9 homo_energy_ev=-6.92
C 1.594 0.946 0.755 -0.23
C -2.248 -0.820 0.041 -0.38
C 0.994 0.431 -0.257 -0.17
C 1.953 0.229 2.005 -0.11
C -2.327 -2.156 -0.551 -0.11
C 1.183 1.308 -1.533 -0.12
N -2.338 0.341 -0.438 -0.54
P -2.298 1.584 -1.274 0.77
H 2.144 1.865 0.787 0.10
H -1.801 -0.734 1.081 0.13
H 0.457 -0.475 -0.269 0.08
H 2.874 0.600 2.452 0.07
H 2.055 -0.899 1.998 0.10
H 1.127 0.500 2.601 0.05
H -1.684 -3.018 -0.060 0.12
H -2.016 -1.962 -1.631 0.09
H -3.388 -2.438 -0.512 0.07
H 0.293 1.424 -2.113 -0.04
H 2.017 0.966 -2.075 0.04
H 1.408 2.308 -1.009 0.09


(5)
60
Properties=species:S:1:pos:R:3:lowdin_charge:R:1 method="wB97M-V/def2-TZVPD" lumo_energy_ev=0.861 gap_ev=6.527 relative_energy_kcal_mol=386.6 homo_energy_ev=-5.67
C -0.806 -4.648 -0.567 -0.03
C -0.280 -3.241 -0.190 -0.38
C 0.462 -2.445 -1.277 -0.17
C 0.986 -1.101 -0.917 -0.26
C 2.003 -0.430 -1.853 -0.19
C 1.328 -0.094 -3.234 -0.08
H 0.004 -5.198 -1.045 0.08
H -1.709 -4.695 -1.177 0.07
H -1.103 -5.140 0.359 0.08
H -1.049 -2.585 0.216 0.07
H 0.447 -3.304 0.620 -0.02
H -0.161 -2.396 -2.169 0.11
H 1.335 -2.984 -1.646 0.12
H 0.009 -0.620 -0.959 0.12
H 1.289 -1.026 0.128 0.04
H 2.565 0.340 -1.325 0.10
H 2.764 -1.203 -1.965 0.11
H 2.038 0.474 -3.836 0.09
H 0.938 -1.052 -3.579 0.08
H 0.461 0.564 -3.272 0.02
C 0.138 2.510 -4.192 -0.11
C -0.600 3.225 -3.035 -0.23
C 0.208 3.358 -1.712 -0.17
C 0.340 2.065 -0.802 -0.22
C 1.296 2.062 0.342 -0.23
C 1.237 0.745 1.185 -0.09
H 0.443 1.508 -3.892 -0.03
H 1.086 3.030 -4.332 0.08
H -0.239 2.291 -5.190 0.08
H -0.970 4.217 -3.293 0.10
H -1.458 2.620 -2.742 0.10
H -0.495 3.980 -1.158 0.10
H 1.150 3.899 -1.800 0.11
H -0.636 1.752 -0.430 0.12
H 0.731 1.298 -1.471 0.05
H 2.264 2.471 0.054 0.10
H 0.979 2.952 0.885 0.10
H 1.342 -0.243 0.736 0.01
H 1.545 0.790 2.230 0.10
H 0.157 0.684 1.320 0.03
C 0.033 -2.800 1.599 -0.19
C -1.092 -1.806 1.661 -0.19
C -0.872 -0.628 2.603 -0.19
C -2.109 0.322 2.854 -0.16
C -1.776 1.246 4.048 -0.28
C -0.693 2.287 3.821 -0.10
H 0.526 -3.150 2.506 0.11
H 0.937 -2.394 1.146 0.12
H -0.221 -3.597 0.900 -0.04
H -1.313 -1.459 0.651 0.11
H -2.008 -2.368 1.845 0.14
H -0.026 -0.034 2.259 0.01
H -0.555 -1.059 3.553 0.12
H -2.261 0.958 1.983 0.11
H -3.045 -0.177 3.108 0.11
H -2.667 1.792 4.359 0.09
H -1.473 0.712 4.949 0.10
H -0.276 2.006 2.854 0.04
H -1.224 3.234 3.724 0.07
H 0.078 2.485 4.565 0.08


(6)
100
Properties=species:S:1:pos:R:3:lowdin_charge:R:1 method="wB97M-V/def2-TZVPD" lumo_energy_ev=-1.785 gap_ev=6.480 homo_energy_ev=-8.26
C -0.062 3.776 1.249 -0.06
C 1.401 3.677 1.834 -0.25
O 2.417 3.520 0.836 -0.17
C 2.758 2.137 0.605 -0.12
C 2.283 1.799 -0.872 -0.02
C 3.081 2.364 -1.941 -0.19
C 4.324 3.292 -1.726 -0.17
P 5.843 2.195 -1.739 0.55
O 5.496 0.749 -1.759 -0.27
O 6.696 2.581 -0.333 -0.18
O 6.741 2.609 -3.084 -0.16
C 2.665 2.074 -3.357 -0.01
C 1.529 1.223 -3.599 0.00
C 0.679 0.624 -2.504 -0.17
N -0.382 -0.163 -2.916 0.18
C -1.063 -0.582 -1.809 -0.19
C -2.331 -1.472 -2.134 -0.03
C -3.646 -0.622 -1.932 -0.41
O -4.558 -1.090 -1.264 0.07
N -3.874 0.679 -2.528 -0.16
C -3.435 1.792 -1.645 -0.08
C -3.296 0.804 -3.888 -0.09
C -0.741 -0.272 -0.384 -0.26
P -1.763 -0.851 1.098 0.32
O -2.467 0.422 1.922 -0.25
O -2.840 -2.056 0.728 -0.26
S -0.466 -1.628 2.331 0.28
N 0.346 0.479 -0.033 0.12
C 1.069 0.940 -1.118 -0.12
H -0.858 3.734 2.044 0.07
H -0.180 4.752 0.709 0.08
H -0.255 2.922 0.539 0.06
H 1.468 2.899 2.645 0.09
H 1.617 4.662 2.354 0.12
H 3.882 2.080 0.569 0.11
H 2.328 1.420 1.349 0.13
H 4.169 3.821 -0.739 0.09
H 4.319 4.059 -2.555 0.11
H 7.050 3.479 -0.514 0.07
H 6.944 3.566 -3.080 0.07
H 3.212 2.496 -4.240 0.11
H 1.255 1.027 -4.668 0.11
H -2.313 -1.758 -3.230 0.11
H -2.330 -2.442 -1.574 0.12
H -4.094 2.680 -1.878 0.10
H -3.587 1.454 -0.583 0.09
H -2.356 2.099 -1.820 0.09
H -3.013 -0.169 -4.364 0.05
H -4.062 1.277 -4.580 0.09
H -2.414 1.510 -3.899 0.08
H -1.749 1.068 2.115 0.05
H -3.731 -1.674 0.918 0.09
O -6.420 -6.683 3.176 0.10
C -5.399 -6.510 2.541 -0.39
C -4.423 -7.606 2.342 0.02
C -3.302 -7.415 1.648 0.02
C -2.986 -6.100 1.043 -0.38
O -1.966 -5.929 0.408 0.11
C -3.962 -5.005 1.242 0.03
C -5.083 -5.196 1.937 0.02
H -4.670 -8.560 2.790 0.12
H -2.577 -8.204 1.493 0.12
H -3.714 -4.051 0.795 0.09
H -5.808 -4.408 2.092 0.12
O -2.650 -1.568 -5.889 0.08
C -3.424 -2.279 -6.502 -0.37
C -4.872 -1.978 -6.545 0.03
C -5.720 -2.758 -7.215 0.03
C -5.248 -3.957 -7.946 -0.39
O -6.020 -4.665 -8.557 0.11
C -3.798 -4.257 -7.902 0.03
C -2.952 -3.477 -7.232 0.02
H -5.200 -1.098 -6.006 0.12
H -6.782 -2.554 -7.257 0.12
H -3.471 -5.137 -8.441 0.12
H -1.889 -3.680 -7.190 0.12
O 4.894 -0.712 3.283 0.11
C 5.967 -0.203 3.531 -0.38
C 6.742 -0.591 4.732 0.02
C 7.919 -0.030 5.005 0.02
C 8.502 1.004 4.120 -0.39
O 9.576 1.514 4.369 0.10
C 7.727 1.391 2.920 0.02
C 6.551 0.831 2.647 0.03
H 6.302 -1.349 5.368 0.12
H 8.499 -0.300 5.878 0.12
H 8.167 2.149 2.284 0.11
H 5.971 1.102 1.773 0.10
O -1.190 4.081 8.393 0.11
C -0.881 3.520 7.362 -0.39
C 0.493 3.616 6.817 0.03
C 0.831 3.002 5.685 0.03
C -0.151 2.198 4.923 -0.37
O 0.158 1.636 3.891 0.06
C -1.524 2.102 5.467 0.03
C -1.863 2.716 6.600 0.03
H 1.199 4.207 7.387 0.12
H 1.831 3.061 5.272 0.12
H -2.230 1.510 4.897 0.12
H -2.862 2.656 7.013 0.12


(7)
29
Properties=species:S:1:pos:R:3:lowdin_charge:R:1 method="wB97M-V/def2-TZVPD" s_squared=8.755 lumo_energy_ev="-10.700 / -10.760" spin_multiplicity=6 charge=+2 gap_ev="5.784 / 5.725" homo_energy_ev="-16.48 / -16.49"
O 3.017 -0.515 2.576 0.26
N 2.936 -0.526 1.466 0.10
O 2.779 -2.060 0.908 -0.30
Si 1.405 -2.573 0.269 -0.25
I 1.265 -4.886 0.101 0.83
O 0.111 -1.637 0.552 -0.31
Si -0.483 -0.629 -0.678 0.62
C 0.930 0.623 -1.194 -0.32
C 0.758 2.095 -0.770 -0.19
C 0.576 2.229 0.755 -0.26
O 1.421 3.177 1.372 -0.03
C -2.037 0.267 -0.176 -0.21
O -3.149 -0.550 -0.527 -0.01
C -3.716 -1.272 0.498 -0.72
F -2.805 -2.157 0.994 0.14
F -4.740 -1.898 0.041 0.26
F -4.054 -0.490 1.530 0.18
H 1.517 -1.948 -1.218 -0.10
H -0.691 -1.510 -1.842 0.05
H 0.984 0.574 -2.317 0.07
H 1.922 0.337 -0.760 0.03
H 1.642 2.668 -1.087 0.13
H -0.084 2.532 -1.327 0.13
H 0.787 1.252 1.226 0.10
H -0.469 2.480 0.994 0.13
H 1.836 3.770 0.734 0.10
H -2.131 1.220 -0.718 0.12
H -2.017 0.521 0.891 0.12
Mn 2.492 -1.095 -2.295 1.34


(8)
72
Properties=species:S:1:pos:R:3:lowdin_charge:R:1 method="wB97M-V/def2-TZVPD" s_squared=0.862 lumo_energy_ev="-7.239 / -7.386" spin_multiplicity=2 charge=+2 gap_ev="6.664 / 6.365" relative_energy_kcal_mol=17.6 homo_energy_ev="-13.90 / -13.75"
Re 0.064 0.099 -0.052 1.78
C 1.680 4.097 -0.226 0.00
C 1.679 4.485 1.103 0.01
C 1.329 3.562 2.082 0.04
C 0.965 2.287 1.711 -0.17
N 0.907 1.936 0.405 -0.04
C 1.284 2.814 -0.539 -0.06
C 0.689 1.186 2.643 -0.17
C 0.774 1.281 4.015 0.04
C 0.608 0.127 4.772 0.02
C 0.407 -1.081 4.132 0.05
C 0.317 -1.103 2.751 -0.18
N 0.421 0.016 2.034 0.01
C 0.205 -2.316 1.938 -0.18
C 0.047 -3.589 2.454 0.04
C 0.102 -4.671 1.587 0.00
C 0.322 -4.449 0.237 0.00
C 0.423 -3.144 -0.211 -0.08
N 0.351 -2.113 0.622 0.02
H 1.983 4.771 -1.015 0.13
H 1.967 5.491 1.381 0.13
H 1.353 3.842 3.125 0.13
H 1.263 2.457 -1.560 0.13
H 0.974 2.226 4.499 0.13
H 0.661 0.169 5.852 0.14
H 0.329 -1.994 4.703 0.13
H -0.108 -3.748 3.512 0.12
H -0.012 -5.677 1.969 0.13
H 0.409 -5.269 -0.463 0.13
H 0.568 -2.920 -1.260 0.13
O 3.298 -1.632 -1.831 0.14
C 2.318 -0.944 -1.800 -0.54
O 1.855 -0.434 -0.665 -0.20
C 1.568 -0.607 -3.062 -0.04
C 2.182 -1.022 -4.233 0.10
C 1.603 -0.767 -5.454 -0.10
C 0.403 -0.110 -5.541 0.10
C -0.208 0.324 -4.381 -0.04
C 0.350 0.102 -3.096 -0.21
O -0.285 0.526 -2.000 -0.27
N -1.494 1.001 -4.572 -0.32
O -2.105 0.770 -5.583 0.14
O -1.888 1.784 -3.713 0.03
N 2.276 -1.208 -6.690 -0.35
O 3.268 -1.889 -6.561 0.12
O 1.781 -0.853 -7.737 0.11
H 3.122 -1.554 -4.178 0.15
H -0.058 0.071 -6.500 0.14
C -3.768 -0.541 -1.224 0.04
C -2.806 -1.614 -0.789 -0.49
N -3.336 -2.799 -0.496 0.23
O -1.576 -1.446 -0.720 -0.09
H -4.503 -0.943 -1.921 0.11
H -3.226 0.267 -1.707 0.07
H -4.303 -0.163 -0.349 0.09
H -4.323 -2.972 -0.589 0.13
H -2.749 -3.560 -0.193 0.13
C -4.207 3.825 0.274 0.02
N -3.381 2.672 0.606 -0.07
C -3.575 1.855 1.787 -0.01
C -2.528 0.774 1.597 -0.45
O -2.369 -0.205 2.278 0.11
N -1.769 1.111 0.471 0.01
C -2.344 2.214 -0.091 -0.39
N -1.893 2.777 -1.196 0.24
H -5.185 3.699 0.732 0.11
H -4.350 3.895 -0.804 0.10
H -3.767 4.753 0.640 0.11
H -4.581 1.438 1.841 0.15
H -3.387 2.407 2.710 0.15
H -1.390 2.185 -1.865 0.07
H -2.442 3.505 -1.627 0.12